No. 1
Molecular formula: C11H26BrCl2CuNO5P
Method: DFT, ωB97M-V/def2-TZVPD

Atoms and positions in Å:
Cu1 -29.094 16.899 12.779
Br1 -27.221 14.259 9.498
C1 -31.196 17.631 5.422
O1 -32.209 18.246 5.755
N1 -30.529 17.796 4.242
C2 -30.973 18.777 3.169
C3 -29.376 16.922 3.945
H1 -30.775 16.811 6.025
H2 -31.806 19.307 3.631
H3 -31.341 18.234 2.299
H4 -30.134 19.367 2.801
H5 -29.111 16.681 2.916
H6 -28.574 17.630 4.154
H7 -29.300 16.077 4.629
Cl1 -20.503 16.312 5.412
C4 -22.275 16.133 5.806
C5 -22.830 14.830 5.127
Cl2 -22.821 14.828 3.401
H8 -22.887 16.864 5.277
H9 -22.497 16.288 6.862
H10 -23.867 14.716 5.441
H11 -22.325 13.916 5.442
C6 -20.384 15.002 12.654
C7 -21.832 15.297 12.993
O2 -21.979 16.147 14.096
P1 -22.605 17.632 13.911
O3 -24.132 17.809 13.903
O4 -21.861 18.444 15.158
C8 -22.007 18.021 16.520
C9 -21.082 16.795 16.860
O5 -21.947 18.253 12.675
C10 -22.075 19.684 12.640
C11 -22.680 19.948 11.275
H12 -19.797 14.197 13.096
H13 -20.296 14.806 11.586
H14 -19.774 15.860 12.938
H15 -22.231 15.714 12.068
H16 -22.297 14.352 13.277
H17 -21.886 18.700 17.364
H18 -22.961 17.516 16.673
H19 -20.078 17.218 16.853
H20 -21.324 16.302 17.801
H21 -20.851 16.081 16.069
H22 -22.701 20.189 13.376
H23 -21.135 20.148 12.939
H24 -23.684 19.539 11.161
H25 -22.517 21.018 11.150
H26 -21.983 19.438 10.610

Computed properties:
HOMO level: -7.58 eV
orbital gap: 3.8 eV
energy relative to the best compared isomer or geometry (same formula, charge and spin): 5.992 eV
total energy: -6341.789481 Ha



No. 2
Molecular formula: C4H7N3O
Method: DFT, ωB97M-V/def2-TZVPD

Atoms and positions in Å:
C1 -0.645 0.565 0.850
C2 1.647 -0.263 0.142
C3 2.320 0.002 -1.034
C4 -0.264 -1.150 -0.868
H1 0.927 1.947 0.763
H2 -1.042 2.374 1.489
H3 -2.153 -0.495 0.505
H4 2.158 -0.646 1.115
H5 1.831 0.418 -2.086
H6 3.469 0.362 -1.206
H7 0.486 -1.769 -1.254
N1 -0.309 1.796 1.227
N2 -1.858 0.512 0.759
N3 0.307 -0.548 0.417
O1 -1.375 -1.179 -1.335

Computed properties:
HOMO level: -8.94 eV
orbital gap: 9.3 eV
energy relative to the best compared isomer or geometry (same formula, charge and spin): 5.632 eV
total energy: -395.941456 Ha



No. 3
Molecular formula: C24H61N2O16S5
Method: DFT, ωB97M-V/def2-TZVPD

Atoms and positions in Å:
N1 0.687 4.044 3.376
H1 -0.189 4.382 3.749
H2 0.537 3.166 2.900
H3 1.241 3.841 4.195
H4 1.066 4.676 2.686
N2 3.699 -0.316 0.863
H5 4.042 0.335 0.172
H6 3.527 -1.252 0.525
H7 2.805 -0.037 1.241
H8 4.334 -0.338 1.649
C1 -2.604 0.227 1.567
C2 -1.346 0.207 0.855
C3 -1.395 0.831 -0.594
O1 -0.255 0.734 1.592
H9 -3.105 1.194 1.529
H10 -2.497 -0.163 2.579
H11 -3.288 -0.540 1.202
H12 -1.140 -0.825 0.570
H13 -1.342 1.920 -0.602
H14 -2.304 0.622 -1.157
H15 -0.586 0.634 -1.298
O2 1.986 -3.926 0.616
S1 1.670 -5.134 1.398
O3 2.009 -6.500 0.954
O4 2.182 -4.926 2.977
C4 2.581 -6.087 3.712
C5 2.970 -5.791 5.212
C6 -0.121 -5.094 1.751
H16 3.380 -6.580 3.156
H17 1.743 -6.782 3.763
H18 3.087 -6.716 5.776
H19 2.038 -5.351 5.567
H20 3.867 -5.183 5.338
H21 -0.163 -4.134 2.266
H22 -0.364 -5.965 2.360
H23 -0.707 -5.082 0.833
O5 3.868 8.061 -0.521
S2 3.484 6.661 -0.593
O6 2.324 6.141 0.165
O7 3.164 6.245 -2.232
C7 2.955 4.830 -2.579
C8 2.383 4.661 -3.988
C9 4.974 5.551 -0.187
H24 2.299 4.468 -1.787
H25 3.926 4.338 -2.524
H26 2.874 3.779 -4.399
H27 2.425 5.612 -4.519
H28 1.326 4.397 -3.972
H29 4.740 4.495 -0.320
H30 5.495 5.671 0.763
H31 5.581 5.772 -1.065
O8 -0.540 -1.032 9.251
S3 0.185 -1.996 8.449
O9 1.024 -3.093 8.903
O10 -1.094 -2.601 7.474
C10 -2.056 -1.692 6.993
C11 -2.958 -2.429 5.935
C12 1.068 -1.113 7.078
H32 -1.477 -0.893 6.531
H33 -2.741 -1.203 7.686
H34 -3.677 -1.804 5.405
H35 -3.487 -3.172 6.532
H36 -2.474 -3.080 5.208
H37 2.106 -0.862 7.296
H38 0.569 -0.190 6.782
H39 1.081 -1.745 6.190
O11 -2.183 6.953 1.908
S4 -3.529 6.912 1.266
O12 -4.711 7.534 1.891
O13 -3.443 7.647 -0.165
C13 -2.172 7.706 -0.839
C14 -1.753 6.348 -1.361
C15 -3.910 5.231 0.685
H40 -1.429 8.207 -0.219
H41 -2.318 8.334 -1.718
H42 -0.899 6.419 -2.035
H43 -2.602 5.786 -1.751
H44 -1.435 5.715 -0.534
H45 -4.815 5.392 0.099
H46 -4.158 4.543 1.493
H47 -3.095 4.738 0.155
O14 1.367 -4.145 -7.408
S5 2.156 -4.590 -6.258
O15 2.834 -5.890 -6.197
O16 3.249 -3.430 -5.901
C16 3.176 -2.152 -6.496
C17 2.171 -1.259 -5.811
C18 1.089 -4.353 -4.691
H48 2.966 -2.186 -7.565
H49 4.077 -1.541 -6.442
H50 2.242 -0.281 -6.287
H51 2.416 -1.062 -4.767
H52 1.164 -1.674 -5.779
H53 0.234 -3.712 -4.910
H54 1.835 -3.902 -4.038
H55 0.802 -5.379 -4.461
C19 -3.612 -3.156 -6.062
C20 -4.165 -4.408 -6.469
C21 -5.201 -4.960 -5.714
C22 -5.551 -4.390 -4.512
C23 -4.879 -3.292 -4.042
C24 -3.932 -2.673 -4.794
H56 -2.832 -2.715 -6.667
H57 -3.891 -4.863 -7.409
H58 -5.694 -5.858 -6.057
H59 -6.321 -4.837 -3.900
H60 -5.091 -2.884 -3.065
H61 -3.546 -1.742 -4.405

Computed properties:
HOMO level: -9.03 eV
orbital gap: 4.9 eV
energy relative to the best compared isomer or geometry (same formula, charge and spin): 7.529 eV
total energy: -4254.744213 Ha
total charge: +1



No. 4
Molecular formula: C28H38I2N4O3Ti
Method: DFT, ωB97M-V/def2-TZVPD

Atoms and positions in Å:
Ti1 0.821 1.413 -0.361
N1 -2.813 -2.266 0.760
C1 -3.907 -1.958 1.706
C2 -3.374 -1.869 3.132
C3 -2.414 -0.697 3.407
N2 -1.031 -0.868 2.995
C4 -2.995 0.624 2.871
C5 -3.625 0.562 1.480
N3 -2.578 0.449 0.419
C6 -4.570 -0.631 1.319
H1 -2.131 -2.890 1.175
H2 -2.267 -0.538 0.374
H3 -3.160 -2.714 -0.081
H4 -4.675 -2.737 1.680
H5 -2.883 -2.808 3.404
H6 -4.241 -1.771 3.796
H7 -2.379 -0.590 4.494
H8 -0.593 -1.677 3.413
H9 -0.821 -0.849 2.006
H10 -2.219 1.392 2.896
H11 -3.796 0.953 3.541
H12 -4.155 1.497 1.297
H13 -1.746 1.036 0.519
H14 -2.929 0.686 -0.510
H15 -4.951 -0.676 0.293
H16 -5.438 -0.472 1.963
I1 -1.569 -0.212 -3.418
C7 -0.610 -1.732 -2.367
C8 -0.541 -3.019 -2.940
C9 0.065 -4.042 -2.278
I2 0.144 -5.912 -3.202
C10 0.622 -3.830 -0.984
C11 1.255 -4.832 -0.217
C12 1.736 -4.530 1.022
C13 1.567 -3.221 1.514
N4 0.991 -2.264 0.838
C14 0.539 -2.540 -0.408
C15 -0.066 -1.443 -1.130
O1 -0.121 -0.269 -0.567
H17 -0.969 -3.179 -3.920
H18 1.353 -5.829 -0.625
H19 2.233 -5.274 1.629
H20 1.930 -2.967 2.505
C16 -1.067 4.319 -2.370
C17 -0.483 3.267 -1.478
O2 0.786 3.131 -1.436
O3 -1.214 2.494 -0.809
H21 -0.420 5.192 -2.390
H22 -2.074 4.581 -2.055
H23 -1.108 3.908 -3.382
C18 0.887 2.533 3.779
C19 1.463 2.811 2.377
C20 0.789 4.081 1.853
C21 1.163 1.622 1.463
C22 2.979 2.991 2.508
C23 3.767 1.906 2.904
C24 5.139 2.021 3.040
C25 5.771 3.231 2.776
C26 5.008 4.315 2.379
C27 3.627 4.194 2.248
H24 -0.186 2.339 3.707
H25 1.057 3.380 4.453
H26 1.346 1.645 4.220
H27 -0.281 3.897 1.754
H28 1.171 4.368 0.873
H29 0.929 4.928 2.533
H30 1.329 0.651 1.942
H31 3.291 0.950 3.091
H32 5.721 1.158 3.343
H33 6.846 3.322 2.879
H34 5.482 5.264 2.163
H35 3.058 5.059 1.932
C28 2.593 0.576 -1.154
H36 2.456 0.371 -2.227
H37 2.855 -0.364 -0.660
H38 3.442 1.255 -1.045

Computed properties:
HOMO level: -6.32 eV
orbital gap: 6.3 eV
energy relative to the best compared isomer or geometry (same formula, charge and spin): 0.959 eV
total energy: -2979.395687 Ha



No. 5
Molecular formula: C49H48N4O4Rh
Method: DFT, ωB97M-V/def2-TZVPD

Atoms and positions in Å:
Rh1 -0.014 -0.002 0.136
O1 -0.095 -1.937 -0.016
C1 -0.177 -2.612 1.191
C2 -1.556 -2.274 1.826
C3 -1.696 -0.861 2.337
C4 -2.719 -0.554 3.213
C5 -2.852 0.742 3.701
C6 -1.805 1.657 3.492
C7 -0.783 1.333 2.621
C8 0.470 2.169 2.533
C9 0.858 2.736 1.113
O2 0.618 1.840 0.058
C10 0.157 4.077 0.681
C11 -0.897 4.757 1.257
C12 -1.408 5.946 0.693
C13 -0.999 6.377 -0.572
C14 0.032 5.653 -1.187
C15 0.561 4.532 -0.559
C16 2.323 3.036 1.318
C17 3.285 2.041 1.113
C18 4.631 2.306 1.414
C19 5.016 3.565 1.836
C20 4.048 4.570 2.053
C21 2.720 4.298 1.750
N1 -0.908 0.164 1.868
C22 -0.130 -4.118 0.852
C23 -0.096 -4.674 -0.434
C24 -0.058 -6.064 -0.615
C25 -0.139 -6.901 0.500
C26 -0.111 -6.368 1.768
C27 -0.072 -4.987 1.936
C28 0.982 -2.355 2.228
C29 2.243 -2.076 1.682
C30 3.346 -1.785 2.462
C31 3.141 -1.557 3.823
C32 1.903 -1.795 4.416
C33 0.829 -2.203 3.603
H1 -1.763 -2.990 2.658
H2 -2.376 -2.446 1.082
H3 -3.449 -1.334 3.415
H4 -3.682 1.036 4.338
H5 -1.908 2.655 3.954
H6 1.329 1.636 3.018
H7 0.252 3.070 3.154
H8 -1.395 4.351 2.156
H9 -2.054 6.539 1.293
H10 -1.532 7.135 -1.124
H11 0.444 5.988 -2.120
H12 1.311 3.940 -1.088
H13 2.961 1.106 0.715
H14 5.380 1.530 1.351
H15 6.053 3.777 2.052
H16 4.302 5.536 2.490
H17 1.962 5.062 1.918
H18 -0.129 -4.066 -1.309
H19 -0.038 -6.473 -1.616
H20 -0.266 -7.957 0.324
H21 -0.267 -6.979 2.639
H22 -0.022 -4.553 2.922
H23 2.305 -2.015 0.620
H24 4.335 -1.693 1.999
H25 3.972 -1.215 4.467
H26 1.751 -1.632 5.454
H27 -0.149 -2.354 4.082
C34 -4.856 0.636 -0.407
N2 -4.489 2.079 -0.485
C35 -5.248 2.740 -1.573
C36 -2.994 2.262 -0.622
C37 -2.329 1.407 -1.661
C38 -2.294 1.773 -2.999
C39 -1.940 0.833 -3.983
C40 -1.668 -0.485 -3.614
C41 -1.503 -0.780 -2.240
C42 -1.616 0.214 -1.314
H28 -5.918 0.572 -0.222
H29 -4.237 0.215 0.373
H30 -4.618 0.182 -1.375
H31 -4.756 2.497 0.419
H32 -4.926 2.263 -2.490
H33 -4.953 3.794 -1.602
H34 -6.326 2.669 -1.439
H35 -2.531 2.014 0.359
H36 -2.848 3.332 -0.917
H37 -2.666 2.751 -3.293
H38 -1.932 1.142 -5.027
H39 -1.568 -1.265 -4.389
H40 -1.200 -1.802 -1.966
O3 2.637 -6.101 -2.962
C43 2.004 -5.344 -3.978
N3 1.732 -4.045 -3.404
C44 1.837 -2.938 -4.208
O4 1.858 -3.016 -5.451
C45 1.953 -1.647 -3.464
C46 2.315 -0.499 -4.188
C47 2.520 0.709 -3.535
C48 2.077 0.784 -2.211
N4 1.570 -0.295 -1.543
C49 1.542 -1.489 -2.165
H41 2.837 -7.002 -3.193
H42 1.036 -5.739 -4.332
H43 2.707 -5.190 -4.851
H44 2.106 -3.970 -2.451
H45 2.464 -0.581 -5.251
H46 3.034 1.568 -3.971
H47 2.153 1.723 -1.676
H48 1.053 -2.304 -1.638

Computed properties:
HOMO level (alpha / beta): -8.52 / -10.62 eV
<S²>: 6.02
spin multiplicity: 5
orbital gap (alpha / beta): 5.8 / 6.7 eV
energy relative to the best compared isomer or geometry (same formula, charge and spin): 0.000 eV
total energy: -2526.136006 Ha
total charge: +1



No. 6
Molecular formula: C3H9N3O
Method: DFT, ωB97M-V/def2-TZVPD

Atoms and positions in Å:
C1 -1.186 -1.248 -0.549
C2 0.028 -0.254 1.438
C3 -0.348 -0.080 -0.033
O1 -1.031 1.089 -0.257
H1 -0.651 -2.186 -0.429
H2 -1.426 -1.090 -1.598
H3 0.532 -1.205 1.597
H4 -0.878 -0.229 2.042
H5 0.684 0.553 1.758
H6 -2.119 -1.293 0.010
N1 1.014 0.024 -0.824
N2 2.003 1.960 -0.464
N3 1.226 2.708 -0.166
H7 0.847 0.060 -1.823
H8 1.687 -0.698 -0.597
H9 -0.382 1.891 -0.107

Computed properties:
HOMO level: -9.07 eV
orbital gap: 10.1 eV
energy relative to the best compared isomer or geometry (same formula, charge and spin): 0.780 eV
total energy: -359.215787 Ha
SMILES: CC(C)(N)O.N#N